Here is 8 unconnected molecules or ions with the total composition C47H91ClINO17 in a non-equilibrium geometry from OMol25. Energies are from ωB97M-V with the def2-TZVPD basis set.

Its structure (SMILES) is C#CCCCc1c(O)cc2c(c1[C@@H](I)CC)C(=O)N([C@H](Cl)CC)C2=O.COCCOC.COCCOC.COCCOC.COCCOC.COCCOC.COCCOC.COCCOC. The maximum force comes out at 1.3 eV Å⁻¹. For the calculated total energy, the calculation gives -3936.794691 Eh. As for the spin multiplicity: 1. The calculation puts the energy relative to the best compared isomer or geometry (same formula, charge and spin) at 0.00 kJ/mol.

Last column: Löwdin charge in e.
Element x y z (Å)
C 6.02014 0.40550 -1.43801  0.10
C 6.09312 1.27243 -2.24481  -0.15
C 6.20832 2.22749 -3.32911  -0.21
C 5.83983 3.67303 -2.98001  -0.17
C 4.37973 4.00087 -2.55041  -0.13
C 3.26185 3.20599 -3.17054  -0.07
C 3.29254 2.90015 -4.53935  -0.22
O 4.31703 3.41400 -5.29093  0.06
C 2.32427 2.11409 -5.16123  0.08
C 1.26146 1.67237 -4.40745  -0.07
C 1.17053 2.02130 -3.07719  -0.04
C 2.13024 2.77661 -2.41886  -0.14
C 1.84475 3.14092 -0.97544  -0.69
I 3.16858 2.25925 0.45090  0.91
C 1.68597 4.64325 -0.74848  -0.29
C 0.61219 5.19678 -1.68528  -0.08
C -0.12265 1.46832 -2.58982  -0.37
O -0.57867 1.39110 -1.48534  0.11
N -0.82792 0.92165 -3.72676  0.05
C -2.08942 1.56907 -4.17784  -0.62
Cl -2.35563 3.13906 -3.39233  0.72
C -3.28535 0.63824 -4.03792  -0.25
C -3.85681 0.57123 -2.62514  -0.10
C 0.09209 0.85735 -4.80646  -0.37
O -0.05100 0.26280 -5.83277  0.15
H 5.92624 -0.41887 -0.77697  0.01
H 5.68502 1.84862 -4.19715  0.10
H 7.26512 2.23868 -3.59710  0.12
H 6.47126 3.94828 -2.13869  0.11
H 6.12167 4.32148 -3.80083  0.10
H 4.21535 5.04222 -2.83835  0.13
H 4.33056 3.98359 -1.47462  0.04
H 4.18533 3.17229 -6.21270  0.12
H 2.39097 1.86588 -6.21260  0.13
H 0.87754 2.72299 -0.74215  0.05
H 1.32900 4.81885 0.26194  0.10
H 2.61254 5.17873 -0.91067  0.09
H -0.30549 4.61772 -1.60835  0.05
H 0.93122 5.21272 -2.72428  0.08
H 0.37233 6.21819 -1.40323  0.07
H -1.97464 1.79318 -5.23174  0.10
H -2.92729 -0.34804 -4.32276  0.11
H -4.04961 0.92853 -4.75386  0.11
H -4.58240 -0.23197 -2.57251  0.06
H -3.05063 0.36243 -1.92537  0.07
H -4.31953 1.51671 -2.37372  0.05
C -5.24774 1.30722 1.91846  -0.11
O -5.78885 2.55806 1.51857  -0.19
C -5.40067 3.62254 2.37195  -0.20
C -4.18665 4.36165 1.84234  -0.21
O -3.04082 3.53269 1.75970  -0.19
C -2.85263 2.95840 0.47461  -0.11
H -5.26264 0.64411 1.05450  0.09
H -4.21989 1.39525 2.27180  0.08
H -5.86455 0.86970 2.71148  0.09
H -5.21305 3.25238 3.38499  0.13
H -6.24045 4.32260 2.42403  0.12
H -3.93713 5.17807 2.52845  0.12
H -4.40196 4.80776 0.86469  0.12
H -2.35184 3.67236 -0.19009  0.07
H -3.79306 2.64755 0.01744  0.08
H -2.21324 2.08447 0.58848  0.09
C 6.25673 -2.96354 1.25189  -0.11
O 7.01603 -2.69596 0.08312  -0.21
C 8.28737 -3.32606 0.07977  -0.20
C 8.29397 -4.64432 -0.66698  -0.21
O 7.44860 -5.61806 -0.07520  -0.19
C 6.16039 -5.68445 -0.66183  -0.11
H 5.21090 -2.76239 1.02202  0.09
H 6.35219 -4.00159 1.57324  0.08
H 6.57314 -2.30391 2.06710  0.09
H 8.64707 -3.46237 1.10446  0.13
H 8.97744 -2.64455 -0.42745  0.12
H 9.31104 -5.04682 -0.64351  0.12
H 8.02327 -4.49427 -1.71776  0.12
H 6.18872 -6.29184 -1.57307  0.09
H 5.76745 -4.69591 -0.90572  0.08
H 5.49338 -6.16076 0.05552  0.09
C 13.48403 -2.07067 -1.95051  -0.11
O 14.07109 -2.99883 -2.84748  -0.19
C 14.13320 -4.31951 -2.33653  -0.21
C 12.97345 -5.18343 -2.79028  -0.20
O 11.71830 -4.71011 -2.33015  -0.20
C 11.03546 -3.90033 -3.27176  -0.11
H 13.15527 -1.21058 -2.53190  0.09
H 12.62295 -2.49232 -1.42909  0.08
H 14.22274 -1.73806 -1.21353  0.09
H 14.19470 -4.30296 -1.24353  0.13
H 15.05765 -4.76530 -2.71540  0.13
H 13.10772 -6.18610 -2.37399  0.13
H 12.96765 -5.27527 -3.88126  0.13
H 10.50478 -4.52936 -3.99493  0.09
H 11.70528 -3.22864 -3.81078  0.09
H 10.30570 -3.30216 -2.72665  0.08
C -2.03280 -1.98441 2.16471  -0.10
O -3.40970 -2.25331 1.94515  -0.20
C -3.71580 -3.63555 1.89923  -0.21
C -4.21318 -4.16775 3.22882  -0.21
O -3.24420 -4.07717 4.25945  -0.19
C -3.37646 -2.91719 5.06360  -0.10
H -1.94998 -0.96577 2.54105  0.09
H -1.59390 -2.66653 2.89451  0.08
H -1.47921 -2.05843 1.22296  0.09
H -2.85060 -4.20897 1.55092  0.13
H -4.51334 -3.76152 1.16034  0.11
H -4.45094 -5.22922 3.10836  0.13
H -5.13340 -3.65316 3.52624  0.13
H -4.14563 -3.07469 5.82686  0.07
H -3.63335 -2.03212 4.47920  0.08
H -2.42274 -2.74378 5.55988  0.09
C -9.57873 -3.06938 -2.63000  -0.11
O -8.61012 -3.94398 -3.18518  -0.19
C -7.69842 -3.29913 -4.05769  -0.21
C -6.40453 -2.90333 -3.37425  -0.20
O -6.59219 -1.95334 -2.33729  -0.20
C -6.69770 -2.54459 -1.05241  -0.10
H -9.98163 -3.54544 -1.73733  0.09
H -9.14964 -2.10558 -2.35116  0.08
H -10.39408 -2.90720 -3.34302  0.09
H -8.16839 -2.42669 -4.52325  0.13
H -7.45867 -4.01204 -4.85223  0.13
H -5.75240 -2.43635 -4.11936  0.12
H -5.88633 -3.78785 -2.98964  0.13
H -5.69917 -2.75521 -0.65361  0.08
H -7.27830 -3.46835 -1.06886  0.09
H -7.19292 -1.83042 -0.39582  0.09
C -6.76652 -3.38600 9.22959  -0.11
O -5.68112 -4.10663 9.78835  -0.19
C -5.99130 -5.45729 10.08784  -0.21
C -5.57843 -6.41594 8.98860  -0.21
O -6.26111 -6.18492 7.76801  -0.19
C -5.53781 -5.36993 6.86126  -0.12
H -6.35750 -2.51734 8.71524  0.09
H -7.33131 -3.98503 8.51328  0.08
H -7.44052 -3.04275 10.02183  0.09
H -7.05839 -5.56354 10.30863  0.13
H -5.43607 -5.71841 10.99369  0.13
H -5.82941 -7.43229 9.30647  0.13
H -4.49544 -6.37529 8.83211  0.13
H -4.80151 -5.96624 6.31230  0.09
H -5.02548 -4.54987 7.36661  0.07
H -6.25090 -4.95252 6.15031  0.09
C -4.52229 8.73757 1.58873  -0.11
O -4.11521 9.87721 0.84990  -0.19
C -2.71885 10.11178 0.93236  -0.21
C -1.96741 9.52414 -0.24668  -0.20
O -2.09162 8.11329 -0.32691  -0.20
C -3.12328 7.69050 -1.20034  -0.11
H -5.47928 8.40480 1.18850  0.09
H -3.80425 7.91987 1.50411  0.08
H -4.65064 8.99534 2.64560  0.09
H -2.32332 9.72262 1.87574  0.13
H -2.56786 11.19530 0.92984  0.13
H -0.90307 9.74887 -0.12916  0.13
H -2.30308 9.98583 -1.18101  0.13
H -2.76362 7.68788 -2.23577  0.09
H -4.01399 8.31722 -1.13638  0.09
H -3.39323 6.67069 -0.92573  0.08

Cartesian forces, eV/Å:
C -0.168 -0.966 0.799
C -0.163 0.562 -0.713
C 0.415 0.384 0.121
C -0.304 -0.085 0.290
C 0.417 0.208 -0.667
C -0.541 -0.430 0.490
C -0.033 -0.028 -0.298
O -0.246 0.103 0.264
C -0.112 -0.209 -0.036
C 0.887 0.268 -0.108
C -0.512 -0.216 0.199
C 0.843 -0.031 -0.014
C -0.159 0.541 -0.397
I 0.037 -0.122 0.046
C -0.358 0.011 -0.414
C 0.066 0.203 0.064
C -0.443 -0.283 -0.047
O -0.018 0.216 0.224
N 0.162 0.654 -0.472
C -0.397 -1.111 -0.030
Cl 0.012 0.362 0.053
C -0.046 0.048 0.529
C 0.337 -0.171 -0.451
C 0.624 0.329 0.414
O -0.465 -0.063 -0.424
H 0.099 -0.065 0.204
H -0.209 0.003 -0.127
H 0.115 0.057 -0.207
H 0.081 0.140 0.117
H 0.043 -0.055 -0.220
H -0.011 0.160 0.055
H -0.194 -0.243 0.266
H -0.021 -0.027 -0.044
H 0.055 -0.002 -0.078
H 0.030 -0.342 0.220
H 0.279 -0.091 0.273
H 0.237 0.126 0.180
H -0.116 -0.115 -0.051
H 0.024 -0.105 -0.154
H -0.057 0.159 0.035
H 0.201 0.050 -0.117
H 0.090 -0.080 -0.193
H -0.122 0.138 -0.083
H -0.252 -0.048 0.139
H 0.020 0.033 0.213
H -0.178 0.086 0.231
C -0.187 -0.106 -0.028
O 0.200 0.019 0.118
C -0.153 0.055 -0.200
C 0.262 0.067 0.143
O -0.191 -0.077 -0.053
C 0.198 0.032 -0.029
H -0.041 0.001 -0.002
H 0.011 0.044 -0.011
H 0.053 -0.034 0.019
H 0.066 -0.009 0.003
H 0.006 -0.001 0.004
H -0.072 -0.001 0.010
H -0.081 -0.049 -0.018
H -0.020 -0.021 -0.030
H -0.031 0.014 0.029
H 0.040 0.043 -0.009
C 0.028 0.119 0.002
O -0.114 -0.159 0.030
C 0.005 0.196 -0.154
C 0.111 -0.228 0.077
O -0.096 0.182 0.053
C 0.042 -0.103 -0.037
H 0.010 0.042 -0.012
H 0.015 -0.021 -0.024
H -0.010 -0.042 0.038
H -0.016 -0.061 0.013
H 0.028 -0.008 0.029
H 0.015 0.039 -0.038
H -0.047 0.065 0.008
H -0.030 0.030 -0.023
H 0.018 0.028 0.016
H 0.027 -0.035 0.000
C 0.114 0.027 -0.010
O -0.202 -0.051 0.011
C 0.146 0.067 -0.123
C -0.118 -0.121 0.107
O 0.103 0.190 0.014
C -0.132 -0.110 -0.020
H 0.047 0.007 -0.016
H -0.009 -0.031 -0.010
H -0.042 0.006 0.041
H -0.060 -0.014 0.019
H 0.002 -0.019 0.028
H 0.025 -0.002 -0.016
H 0.031 0.058 -0.017
H 0.001 0.040 -0.036
H 0.068 -0.008 0.046
H -0.019 -0.029 0.006
C -0.020 0.063 -0.130
O 0.039 -0.037 0.165
C -0.116 0.151 -0.100
C 0.054 -0.202 0.100
O 0.046 0.149 -0.126
C -0.036 -0.053 0.108
H -0.022 0.019 -0.045
H -0.029 -0.022 0.019
H 0.044 -0.012 0.026
H 0.032 -0.021 0.074
H -0.002 -0.050 0.012
H -0.028 0.011 -0.021
H 0.006 0.060 -0.038
H -0.016 0.074 0.003
H 0.012 -0.023 -0.068
H 0.003 -0.057 0.012
C -0.055 -0.069 -0.072
O 0.102 0.121 0.127
C -0.053 -0.191 -0.038
C 0.112 0.221 -0.017
O -0.186 -0.169 -0.030
C 0.130 0.089 0.077
H -0.015 -0.041 -0.028
H 0.034 0.002 -0.004
H -0.008 0.053 0.020
H 0.024 0.050 0.035
H 0.006 0.027 -0.021
H -0.001 -0.030 -0.018
H -0.053 -0.044 0.007
H -0.013 -0.021 0.027
H -0.025 0.000 -0.056
H 0.042 0.043 -0.014
C 0.020 0.040 0.102
O -0.029 -0.076 -0.180
C 0.134 0.094 0.115
C -0.103 -0.145 -0.098
O -0.011 0.175 0.090
C 0.004 -0.113 -0.091
H 0.021 0.017 0.044
H 0.012 -0.030 -0.006
H -0.046 -0.003 -0.036
H -0.025 -0.020 -0.055
H -0.025 -0.020 0.008
H 0.020 0.005 0.027
H 0.013 0.062 0.022
H 0.043 0.051 0.001
H -0.011 -0.007 0.055
H -0.011 -0.040 -0.011
C -0.112 0.039 0.049
O 0.136 -0.148 -0.004
C -0.111 0.159 -0.098
C 0.166 -0.113 0.020
O -0.137 0.123 0.103
C 0.084 -0.182 -0.167
H -0.025 0.051 0.014
H 0.011 0.002 -0.016
H 0.015 -0.040 0.011
H 0.038 -0.054 -0.018
H 0.001 -0.001 0.012
H -0.007 0.015 0.005
H -0.054 0.031 0.020
H -0.050 0.017 -0.011
H 0.030 0.048 0.073
H 0.048 -0.010 -0.001